C5H10NS | ωB97M-V/def2-TZVPD

Positions of all 17 atoms, in Å:
C (-2.008, 1.495, -0.920)
C (-1.631, 0.274, -0.036)
C (-1.192, -1.120, -0.548)
C (-0.271, -0.310, -0.224)
C (1.565, -0.160, 0.188)
N (1.769, 1.079, -0.502)
S (1.786, -0.165, 1.957)
H (-3.088, 1.218, -1.095)
H (-1.286, 1.657, -1.781)
H (-1.937, 2.334, -0.210)
H (-1.916, 0.345, 1.067)
H (-1.682, -2.068, -0.740)
H (1.989, -1.105, -0.195)
H (2.645, 1.558, -0.230)
H (1.102, 1.913, -0.270)
H (1.466, 0.862, -1.423)
H (2.391, -1.333, 2.036)

As for the total charge: +1. The gap between HOMO and LUMO comes out at 9.177 eV. The structure (SMILES) is C[C@H]1C=C1[C@@H]([NH3+])S. The calculation puts the calculated total energy at -17660.550 eV. The multiplicity is 1. The calculation puts the energy above the lowest of the compared OMol25 structures with the same formula, charge and spin at 5.773 eV.

C31H38N2O3P2PtS2Si2 | ωB97M-V/def2-TZVPD

Positions of all 81 atoms, in Å:
Pt (1.776, -0.682, -1.172)
C (1.272, -3.404, 3.927)
Si (2.265, -2.220, 2.846)
C (3.398, -3.254, 1.769)
C (3.363, -1.269, 4.040)
N (1.348, -1.111, 1.989)
P (-0.017, -1.124, 1.214)
C (-0.123, -0.528, -0.376)
P (-0.248, 1.039, -0.978)
N (1.099, 1.875, -0.902)
Si (1.863, 2.973, -1.959)
C (2.127, 2.343, -3.697)
C (0.920, 4.622, -2.073)
C (3.533, 3.376, -1.224)
C (-1.686, 1.966, -0.263)
C (-1.470, 3.053, 0.575)
C (-2.544, 3.777, 1.093)
C (-3.844, 3.421, 0.767)
C (-4.072, 2.323, -0.060)
C (-3.000, 1.599, -0.557)
C (-0.861, 0.909, -2.722)
C (-1.389, 2.048, -3.332)
C (-1.816, 2.027, -4.653)
C (-1.723, 0.852, -5.389)
C (-1.204, -0.289, -4.792)
C (-0.776, -0.263, -3.470)
C (-1.267, -0.230, 2.238)
C (-2.634, -0.245, 1.962)
C (-3.536, 0.445, 2.762)
C (-3.078, 1.186, 3.844)
C (-1.715, 1.241, 4.109)
C (-0.817, 0.537, 3.311)
C (-0.652, -2.857, 1.118)
C (0.076, -3.762, 0.332)
C (-0.330, -5.081, 0.206)
C (-1.469, -5.537, 0.865)
C (-2.191, -4.656, 1.654)
C (-1.781, -3.331, 1.780)
H (1.914, -3.902, 4.664)
H (0.776, -4.177, 3.330)
H (0.493, -2.851, 4.465)
H (4.358, -3.441, 2.264)
H (3.597, -2.728, 0.828)
H (2.949, -4.221, 1.518)
H (4.022, -1.946, 4.600)
H (2.759, -0.703, 4.759)
H (3.990, -0.561, 3.488)
H (1.370, 2.725, -4.389)
H (2.095, 1.248, -3.723)
H (3.116, 2.642, -4.063)
H (0.591, 4.830, -3.096)
H (1.550, 5.458, -1.745)
H (0.033, 4.609, -1.431)
H (4.083, 2.444, -1.060)
H (3.418, 3.885, -0.261)
H (4.124, 4.015, -1.889)
H (-0.446, 3.327, 0.808)
H (-2.362, 4.624, 1.745)
H (-4.680, 3.987, 1.161)
H (-5.086, 2.033, -0.313)
H (-3.174, 0.742, -1.198)
H (-1.464, 2.972, -2.767)
H (-2.212, 2.928, -5.108)
H (-2.041, 0.831, -6.425)
H (-1.124, -1.210, -5.356)
H (-0.357, -1.151, -3.013)
H (-2.992, -0.788, 1.094)
H (-4.594, 0.421, 2.528)
H (-3.780, 1.729, 4.467)
H (-1.348, 1.835, 4.939)
H (0.249, 0.554, 3.506)
H (0.967, -3.432, -0.196)
H (0.248, -5.753, -0.417)
H (-1.782, -6.570, 0.772)
H (-3.078, -4.995, 2.178)
H (-2.344, -2.671, 2.427)
O (2.503, -2.555, -2.027)
S (3.482, -1.781, -2.933)
O (4.511, -2.651, -3.461)
O (2.733, -1.038, -3.940)
S (4.138, -0.481, -1.509)

As for the total charge: -2. The gap between HOMO and LUMO comes out at 5.791 eV. The calculation puts the calculated total energy at -101141.526 eV. The multiplicity is 1.

C5H20N3O2 | ωB97M-V/def2-TZVPD

Positions of all 30 atoms, in Å:
N (2.097, 1.599, -1.148)
C (1.270, 1.969, -0.058)
C (0.019, 2.715, -0.434)
C (1.728, 1.796, 1.181)
N (-0.809, -0.505, -0.001)
C (-0.591, -1.805, -0.692)
C (0.328, -2.618, 0.217)
N (1.602, -1.954, 0.322)
H (3.058, 1.685, -0.844)
H (2.024, 2.141, -1.996)
H (0.112, -0.057, 0.145)
H (-1.275, 0.192, -0.579)
H (0.161, 3.792, -0.284)
H (-0.805, 2.498, 0.247)
H (-0.265, 2.595, -1.476)
H (2.720, 1.424, 1.388)
H (1.191, 2.148, 2.053)
H (-1.263, -0.576, 0.917)
H (-0.062, -1.567, -1.614)
H (-1.538, -2.299, -0.852)
H (0.377, -3.623, -0.227)
H (-0.172, -2.847, 1.162)
H (2.222, -2.198, -0.440)
H (2.122, -2.128, 1.165)
H (-3.121, 0.027, -2.320)
H (-2.661, -1.413, -2.602)
O (-2.399, -0.591, -2.176)
H (-2.507, -0.590, 3.460)
H (-1.643, 0.552, 2.746)
O (-1.923, -0.363, 2.740)

As for the total charge: +1. The gap between HOMO and LUMO comes out at 8.973 eV. The calculation puts the calculated total energy at -14068.627 eV. The multiplicity is 1. The calculation puts the energy above the lowest of the compared OMol25 structures with the same formula, charge and spin at 0.580 eV.

C3H3F2I | ωB97M-V/def2-TZVPD

Positions of all 9 atoms, in Å:
F (-1.223, 1.541, -0.866)
C (-0.116, 0.751, 0.074)
F (0.256, 1.627, 0.875)
C (-0.557, -0.551, 0.459)
C (0.565, -0.308, -0.564)
I (2.598, -0.654, -0.011)
H (-1.366, -1.033, 0.039)
H (-0.431, -0.736, 1.489)
H (0.275, -0.636, -1.495)

As for the total charge: 0. The gap between HOMO and LUMO comes out at 9.957 eV. The structure (SMILES) is FC1(F)C[C@@H]1I. The calculation puts the calculated total energy at -16692.701 eV. The multiplicity is 1. The calculation puts the energy above the lowest of the compared OMol25 structures with the same formula, charge and spin at 1.757 eV.